Below is a structure of composition C18H22N2O4S in a non-equilibrium geometry, with properties calculated with wB97M-V/def2-TZVPD.

For the HOMO energy, the calculation gives -8.022 eV. For the orbital gap, the calculation gives 8.017 eV.

The geometry in XYZ format:
```
47
C18H22N2O4S wB97M-V/def2-TZVPD
H 3.242 1.218 1.517
H 5.789 -1.948 0.950
H -5.961 -0.291 1.114
C -1.430 1.841 -0.535
C -1.549 -2.046 -1.675
O 2.214 -0.942 1.026
C -2.332 -1.487 0.829
S 5.156 -0.149 -0.526
H 2.363 1.178 -1.326
C 4.702 1.480 -0.029
H 1.156 -2.990 0.199
H 5.441 2.012 0.529
C -3.688 2.332 -0.282
H -4.472 0.219 1.764
O -1.670 2.275 0.790
C 0.712 -2.396 -0.823
N 1.572 -1.446 -1.099
O 0.243 1.018 -2.266
O -4.391 -0.757 -0.017
H 6.062 -0.071 1.717
C 2.160 0.927 -0.233
N 0.949 1.385 -0.117
C -0.104 1.319 -1.008
H 0.686 1.945 0.743
C -2.875 -1.612 -1.447
H -2.760 -0.955 1.904
H -0.416 -1.913 1.622
C -5.016 -0.533 1.364
H -2.707 1.296 -2.360
H -4.846 -1.450 1.950
C 3.199 1.604 0.623
H 0.794 -3.088 -1.337
C -2.633 1.777 -1.431
C -2.921 2.602 0.788
H 4.423 -1.026 1.412
C -0.720 -2.262 -0.325
H 3.036 2.721 0.888
H -3.260 3.022 1.439
H 4.690 2.044 -1.166
H -3.486 -1.631 -2.177
H -1.267 -2.152 -2.525
C 2.061 -0.435 0.058
H 1.361 -0.851 -1.673
C -1.115 -1.830 0.818
C -3.197 -1.288 -0.107
H -4.533 2.376 -0.639
C 5.339 -1.039 1.077
```

***

Below is a structure of composition C22H22ClN4O6PtS in a non-equilibrium geometry, with properties calculated with wB97M-V/def2-TZVPD.

For the HOMO energy, the calculation gives -11.099 eV. Its total charge is +1. For the orbital gap, the calculation gives 6.395 eV.

The geometry in XYZ format:
```
57
C22H22ClN4O6PtS wB97M-V/def2-TZVPD
C 1.903 -1.428 -3.160
H 1.310 -3.901 -2.666
C 1.492 2.808 2.727
H 1.107 -0.027 -4.609
H 0.010 2.621 4.285
C -0.026 1.598 -2.925
C -0.709 2.269 -0.660
H -1.495 -0.375 3.058
C 0.245 0.820 3.163
N 0.531 0.476 -2.620
H 0.724 -0.707 1.861
H -0.127 1.817 -3.987
O -3.762 -1.844 -1.183
H -1.044 -5.678 2.356
H -1.944 5.665 -2.141
H -0.098 -1.089 -3.851
C 1.116 -3.264 -1.803
C -1.368 3.216 0.143
C -0.305 -3.833 1.597
C 0.279 -3.161 0.524
C 1.837 4.234 2.975
H -1.530 2.967 1.184
C -0.796 -0.016 3.819
O -0.248 1.195 -0.072
H -0.845 4.005 -3.601
H -1.336 0.552 4.570
C -0.251 -5.922 0.373
S 2.483 0.196 -0.016
C 0.322 -5.274 -0.691
H 1.246 4.667 3.778
C -1.606 4.719 -1.743
O -2.504 0.065 -1.782
H 1.680 4.799 2.056
O -1.402 -1.988 -1.409
H -2.333 5.104 0.248
H -0.342 -0.890 4.290
N 0.944 0.262 2.163
C 1.796 0.988 1.404
H -0.565 -3.260 2.477
C 0.814 -0.509 -3.676
C -0.572 -5.184 1.517
H -0.470 -6.979 0.325
H 0.574 -5.822 -1.592
O 0.568 -1.869 0.671
C -1.808 4.403 -0.389
N 2.118 2.216 1.694
C -0.555 2.561 -2.032
N 1.403 -2.012 -1.913
O -2.359 -0.821 0.416
H 2.898 4.316 3.215
Pt 0.476 -0.543 -0.865
H 2.163 -2.194 -3.891
H 2.800 -0.851 -2.923
Cl -2.558 -1.130 -0.977
C -1.000 3.796 -2.549
C 0.536 2.130 3.479
C 0.583 -3.893 -0.643
```

***

Below is the molecule O2 in a non-equilibrium geometry, with properties calculated with wB97M-V/def2-TZVPD.

For the HOMO energy, the calculation gives -11.364 eV. The structure (SMILES) is O=O. For the orbital gap, the calculation gives 7.754 eV.

The geometry in XYZ format:
```
2
O2 wB97M-V/def2-TZVPD
O 0.000 0.000 -0.698
O 0.000 0.000 0.698
```

***

Below is a structure of composition C8H32O8 in a non-equilibrium geometry, with properties calculated with wB97M-V/def2-TZVPD.

For the HOMO energy, the calculation gives -7.631 eV. For the orbital gap, the calculation gives 7.421 eV.

The geometry in XYZ format:
```
48
C8H32O8 wB97M-V/def2-TZVPD
C -0.267 -0.592 -0.208
H 1.309 -2.278 0.533
C -1.523 2.837 0.478
H -2.356 -0.839 2.118
O 2.043 0.207 1.107
H 1.813 -0.202 -0.801
O -2.454 0.087 1.887
H 0.184 -2.348 -3.014
H 3.270 0.620 -0.788
H -4.263 2.401 -0.550
C -4.095 1.585 0.153
H 1.758 -3.878 0.250
H -3.162 1.078 -0.095
H -0.555 -1.640 -0.282
H 0.499 -0.279 -0.918
C 3.231 0.214 1.906
H -3.269 1.117 3.523
H 1.449 -0.432 1.507
C 0.828 -1.485 -3.185
H -1.892 0.086 0.705
H -1.590 0.545 3.720
H -0.557 3.219 0.148
H 2.973 -2.483 0.077
O -1.434 0.194 -0.131
H 3.116 0.590 2.923
O -4.084 1.988 1.542
H 1.864 -1.821 -3.200
H 2.337 0.498 -2.331
H 3.889 0.973 1.484
H -3.565 1.298 1.960
H -1.819 1.855 2.645
H 1.941 -1.717 -1.640
H 0.251 -0.544 0.750
C 1.969 -2.868 -0.103
H 3.635 -0.786 2.065
O 0.284 -0.807 -4.315
H 4.098 -0.974 -2.365
H -1.443 2.155 1.324
O -1.859 2.107 -0.672
H -4.816 0.818 -0.130
H -1.654 1.208 -0.403
H 0.818 -0.939 -2.242
H -2.130 3.655 0.864
O 1.650 -2.616 -1.470
O 3.421 -1.201 -1.724
C -2.315 0.960 3.020
C 2.679 -0.025 -1.438
H -0.209 -1.543 -4.685
```

***

The evaluated lowest unoccupied orbital energy for the records listed, in turn: 0.0 -4.7 -3.6 -0.2 eV.